[1]
70
Properties=species:S:1:pos:R:3:forces:R:3:nbo_charge:R:1 method="wB97M-V/def2-TZVPD" de_lowest_kcal_mol=86.2 orbital_gap_ev=9.213 smiles=COC[C@H](C)N.COC[C@H](C)N.CO.CO.CO.CO.CO.CO e_homo_ev=-8.8029 charge=0
C -1.938 4.810 -1.718 -0.177 0.043 0.458 -0.244
O -1.689 3.633 -2.445 0.213 0.101 -0.059 -0.541
C -0.723 2.821 -1.808 0.033 -0.252 0.010 -0.054
C -0.312 1.664 -2.720 -1.290 -0.023 -0.080 -0.077
C -1.543 0.790 -2.998 0.322 -0.608 -0.350 -0.624
N 0.796 0.939 -2.110 -0.242 0.608 0.061 -0.850
H -2.659 4.671 -0.901 -0.111 -0.277 -0.076 0.158
H -2.351 5.565 -2.383 0.125 0.009 -0.116 0.192
H -1.029 5.171 -1.225 0.120 0.206 -0.282 0.164
H 0.138 3.419 -1.491 0.071 0.019 -0.269 0.171
H -1.161 2.395 -0.890 0.040 -0.069 0.108 0.141
H -0.124 2.050 -3.725 0.957 0.276 0.289 0.193
H -2.124 0.549 -2.105 -0.128 0.204 -0.014 0.196
H -1.190 -0.163 -3.401 0.006 -0.079 -0.005 0.209
H -2.148 1.218 -3.797 -0.332 0.163 0.371 0.216
H 0.403 0.301 -1.420 0.247 -0.081 -0.221 0.372
H 1.303 0.397 -2.794 0.049 -0.112 0.095 0.370
C -2.006 5.083 3.286 1.360 -1.272 0.241 -0.253
O -0.894 4.152 3.278 -0.252 0.751 -0.287 -0.568
C -0.145 4.254 2.072 0.824 -0.284 0.914 -0.074
C 1.018 3.218 2.185 -1.785 0.704 -0.817 -0.060
C 1.965 3.346 1.015 0.644 0.108 1.083 -0.621
N 0.453 1.879 2.281 0.375 -0.500 1.305 -0.848
H -2.752 4.593 2.660 -0.605 0.572 0.215 0.177
H -1.716 6.068 2.916 0.004 -0.037 -0.228 0.171
H -2.234 5.181 4.344 -0.656 -0.052 -0.139 0.196
H -0.779 4.050 1.201 0.044 0.083 -0.128 0.158
H 0.270 5.269 2.057 -0.028 0.061 -0.491 0.161
H 1.478 3.491 3.135 0.323 -0.401 0.009 0.192
H 2.412 4.344 1.065 -0.388 0.179 -0.684 0.205
H 1.447 3.077 0.098 0.348 0.227 -0.212 0.220
H 2.836 2.709 1.184 -0.258 -0.407 -0.248 0.220
H -0.030 1.868 3.176 -0.028 -0.263 -0.111 0.357
H -0.252 1.608 1.606 0.168 0.469 -0.399 0.363
C -2.418 -4.557 -0.241 -0.330 -0.622 1.169 -0.250
O -2.508 -5.966 0.021 0.328 -0.265 -0.823 -0.737
H -3.417 -4.141 -0.097 0.171 0.463 -0.133 0.158
H -1.723 -4.185 0.517 -0.065 0.615 -0.246 0.162
H -2.056 -4.329 -1.240 0.033 -0.305 -0.053 0.203
H -3.246 -6.150 0.600 -0.091 0.156 0.057 0.463
C 2.783 -5.537 2.192 -0.027 -1.232 0.418 -0.253
O 2.278 -6.003 3.456 0.124 0.678 -0.173 -0.720
H 2.319 -4.623 1.819 0.006 0.099 0.238 0.165
H 3.869 -5.456 2.273 -0.016 0.272 -0.337 0.164
H 2.549 -6.361 1.518 0.107 0.271 -0.274 0.185
H 2.758 -5.514 4.132 -0.203 -0.074 0.121 0.459
C 4.276 -1.325 -1.177 0.508 -0.420 0.312 -0.249
O 3.290 -0.935 -2.111 -0.090 0.152 0.041 -0.726
H 4.205 -2.395 -0.949 0.044 0.018 -0.112 0.159
H 5.287 -1.111 -1.533 -0.049 -0.044 -0.050 0.167
H 4.175 -0.803 -0.224 -0.383 0.237 -0.210 0.184
H 3.660 -1.052 -2.989 -0.023 -0.021 -0.032 0.468
C -2.896 -0.874 1.904 -0.493 -1.146 -1.109 -0.273
O -1.534 -0.502 2.084 -0.574 0.184 0.519 -0.748
H -3.432 -1.172 2.805 0.225 0.419 0.230 0.183
H -3.473 -0.151 1.321 0.162 0.358 0.400 0.176
H -2.907 -1.777 1.279 0.112 0.060 0.072 0.183
H -1.428 -0.316 3.021 0.394 0.138 -0.120 0.489
C 0.654 -1.796 0.180 -0.042 -0.362 -0.191 -0.262
O -0.562 -1.353 -0.427 0.112 0.098 0.227 -0.767
H 1.180 -0.946 0.619 0.166 -0.158 0.028 0.187
H 0.458 -2.565 0.934 -0.027 0.184 0.127 0.167
H 1.254 -2.271 -0.596 0.092 0.250 -0.026 0.184
H -0.986 -0.839 0.276 -0.104 -0.096 -0.186 0.492
C 0.747 -3.446 -3.313 -0.262 -0.206 0.775 -0.242
O -0.555 -2.907 -3.173 -0.166 0.113 -0.335 -0.742
H 1.039 -3.926 -2.373 0.250 0.037 0.047 0.155
H 0.713 -4.246 -4.047 -0.060 0.185 -0.269 0.181
H 1.494 -2.695 -3.570 0.046 0.032 -0.156 0.160
H -0.562 -2.196 -2.519 0.134 -0.134 0.106 0.488



[2]
71
Properties=species:S:1:pos:R:3:forces:R:3:mulliken_charge:R:1 method="wB97M-V/def2-TZVPD" de_lowest_kcal_mol=33.0 orbital_gap_ev=9.284 smiles="NC(N)=O.CCO.CCO.CCO.CCO.CCO.CO.CO.CO" e_homo_ev=-9.0073 charge=0
N -0.196 1.902 -0.402 2.327 5.546 -4.667 0.226
C -0.535 1.218 0.605 0.745 -0.872 8.632 0.111
N -1.179 0.083 0.387 -0.222 -0.822 1.547 1.217
O -0.181 1.579 1.844 -1.415 -1.122 -3.965 -0.781
H 0.228 2.850 -0.282 -0.606 -1.595 0.574 0.364
H -0.394 1.783 -1.395 -0.580 -0.951 0.447 0.090
H -1.425 -0.550 1.195 0.593 0.894 -2.043 -0.259
H -1.477 -0.006 -0.552 -0.820 -0.936 -0.646 -0.344
C 0.454 3.631 -3.811 -0.686 1.928 -1.476 -1.316
C 0.892 2.289 -3.335 -1.193 1.329 -1.103 0.332
O -0.265 1.521 -3.188 -0.969 -1.824 0.757 -0.597
H 0.296 3.591 -4.897 0.732 0.300 -0.103 0.390
H 1.065 4.501 -3.513 0.089 -0.555 -0.421 0.337
H -0.574 3.918 -3.560 0.125 -0.417 0.946 0.314
H 1.363 2.447 -2.403 0.469 -0.622 1.264 -0.322
H 1.574 1.862 -4.034 0.702 -0.529 -0.396 0.465
H -0.892 1.451 -3.932 0.950 0.469 0.234 0.265
C -0.423 -1.813 -2.564 -1.405 -1.241 0.056 0.332
C 1.016 -1.884 -2.959 0.265 -1.737 0.318 -0.363
O 1.166 -2.732 -4.098 -2.862 -0.104 0.185 -0.579
H -0.875 -1.023 -3.157 -0.635 -0.115 0.372 0.063
H -0.673 -1.756 -1.468 0.872 0.681 -1.027 -0.615
H -0.904 -2.810 -2.799 0.475 1.031 -0.321 0.341
H 1.541 -2.344 -2.151 0.810 -0.086 0.715 0.340
H 1.458 -0.961 -3.208 0.347 1.510 0.096 0.160
H 2.052 -2.794 -4.341 2.310 -0.041 -0.480 0.309
C 2.753 2.448 1.055 -3.379 2.930 0.238 -0.737
C 3.647 3.550 1.348 1.743 0.291 2.316 -0.802
O 5.026 3.219 1.036 -0.642 1.158 -0.446 -0.561
H 1.696 2.744 1.346 1.106 -0.351 -0.396 -0.031
H 2.891 1.559 1.522 0.983 -2.613 1.583 0.426
H 2.800 2.325 0.054 -0.219 -1.006 -3.512 0.661
H 3.492 3.698 2.420 0.714 0.437 0.421 0.321
H 3.416 4.530 0.935 0.056 -0.319 -0.644 0.359
H 5.331 2.509 1.591 -0.076 -0.409 0.370 0.302
C 1.888 -0.120 4.106 0.926 1.366 -1.304 -0.443
C 1.974 1.422 4.405 -0.276 -1.514 -0.756 0.053
O 3.199 1.745 5.055 -0.458 0.179 -0.033 -0.559
H 2.726 -0.488 3.372 -1.563 0.784 1.405 0.130
H 0.904 -0.345 3.712 -0.084 -0.044 -0.455 -0.140
H 1.957 -0.605 5.036 0.440 -0.970 1.186 0.436
H 1.106 1.776 4.975 0.449 -0.281 0.341 0.395
H 1.871 1.912 3.452 0.122 0.489 -0.349 -0.204
H 3.856 1.658 4.363 0.375 0.033 0.072 0.328
C -3.155 -3.276 -0.196 -0.533 -0.578 -0.204 0.389
C -3.112 -4.784 -0.498 1.361 0.714 1.151 -0.627
O -2.711 -4.980 -1.809 -0.423 -0.496 -1.915 -0.528
H -2.281 -2.788 -0.579 1.011 -0.046 0.291 -0.501
H -3.226 -3.176 0.872 -0.145 0.610 0.352 0.135
H -3.936 -2.694 -0.715 -0.476 -0.854 0.393 0.256
H -4.016 -5.293 -0.141 -0.120 0.027 -1.022 0.370
H -2.298 -5.295 0.044 -0.348 0.568 0.944 0.309
H -1.773 -4.742 -1.868 -0.508 -0.161 -0.015 0.298
C 1.680 -1.467 0.780 -0.053 0.602 -1.389 -0.192
O 2.424 -0.601 -0.095 0.271 -0.010 0.219 -0.497
H 0.930 -0.941 1.324 -0.441 0.602 0.534 -0.106
H 2.383 -1.867 1.500 0.055 -0.557 -0.248 0.493
H 1.131 -2.168 0.132 0.392 -0.533 0.575 0.019
H 1.856 0.036 -0.546 -0.196 -0.219 0.347 0.186
C -3.980 0.621 -1.161 1.107 -1.363 2.091 -0.772
O -2.971 -0.223 -1.671 -0.137 -2.169 -0.667 -0.424
H -4.885 0.077 -1.130 -1.255 -0.344 0.332 0.378
H -4.105 1.443 -1.761 -0.150 1.972 -1.640 0.270
H -3.665 0.961 -0.158 -0.431 -0.082 -0.200 0.226
H -3.230 -1.187 -1.522 0.546 2.131 -0.362 0.214
C -2.562 -0.878 3.032 -1.533 0.355 -1.204 -0.857
O -1.729 -1.777 2.313 -0.518 -1.590 1.094 -0.616
H -3.616 -0.863 2.652 0.576 -0.458 0.174 0.265
H -2.215 0.103 2.782 0.517 0.720 0.381 0.250
H -2.602 -1.037 4.082 0.324 -0.192 0.906 0.364
H -1.981 -2.694 2.575 0.471 1.073 -0.452 0.282



[3]
82
Properties=species:S:1:pos:R:3:forces:R:3:mulliken_charge:R:1 method="wB97M-V/def2-TZVPD" orbital_gap_ev=5.623 smiles="COP(=O)(OC)OC.COP(=O)(OC)OC.COP(=O)(OC)OC.COP(=O)(OC)OC.CCN[PH4]" e_homo_ev=-8.3924 charge=0
C 0.178 2.763 3.942 -0.289 -0.329 0.342 -0.670
O 1.331 2.800 3.114 3.379 0.503 -1.444 -0.499
P 1.479 1.611 1.892 -8.139 -2.520 0.786 1.046
O 0.141 1.939 1.255 1.518 0.420 -0.147 -0.500
O 1.337 0.412 3.019 1.135 0.173 -0.391 -0.290
C 2.373 0.283 4.001 -0.029 -0.131 0.258 -0.933
O 1.837 0.485 0.660 2.126 1.786 0.814 -0.277
C 2.562 -0.714 0.908 0.276 -0.257 -0.077 -0.643
H -0.304 3.741 3.902 0.104 -0.015 -0.139 0.262
H -0.536 1.998 3.645 0.065 0.059 -0.120 0.294
H 0.496 2.569 4.970 0.015 0.018 -0.033 0.259
H 1.917 0.289 4.992 0.012 0.046 -0.060 0.273
H 3.102 1.092 3.941 -0.012 -0.036 0.074 0.441
H 2.886 -0.671 3.860 -0.021 0.052 -0.039 0.320
H 1.920 -1.430 1.422 0.047 0.087 0.100 0.309
H 3.467 -0.519 1.484 0.003 -0.122 -0.030 0.284
H 2.844 -1.143 -0.053 0.010 0.128 -0.029 0.274
C 7.689 4.081 2.472 0.570 -0.101 -0.259 -0.681
O 6.339 4.309 2.089 -3.159 1.639 -1.139 -0.486
P 5.559 3.110 1.152 6.439 -5.827 2.200 1.229
O 5.862 2.023 2.167 -1.197 0.730 -0.033 -0.645
O 6.729 3.186 -0.012 -1.142 0.681 -0.292 -0.366
C 6.844 4.390 -0.778 0.264 0.066 -0.149 -0.839
O 4.656 1.971 0.240 -1.312 2.838 -0.101 -0.199
C 4.623 2.012 -1.184 -0.242 -0.207 -0.311 -0.635
H 7.757 4.177 3.556 -0.195 -0.023 -0.043 0.258
H 8.058 3.103 2.174 -0.144 -0.003 0.039 0.333
H 8.314 4.850 2.010 -0.035 0.001 0.020 0.257
H 7.877 4.739 -0.727 -0.074 0.005 0.043 0.245
H 6.186 5.178 -0.409 0.106 0.039 0.001 0.421
H 6.600 4.179 -1.821 -0.018 -0.019 0.055 0.311
H 5.570 1.650 -1.587 0.057 0.170 0.069 0.284
H 4.410 3.018 -1.545 0.021 -0.079 -0.145 0.315
H 3.831 1.345 -1.522 -0.125 0.092 0.171 0.217
C -3.454 -1.080 0.443 0.609 -0.115 -0.191 -0.450
O -4.838 -0.972 0.124 -3.650 0.943 -0.668 -0.457
P -5.580 -2.279 -0.695 6.888 -5.011 1.451 1.178
O -5.187 -3.343 0.312 -1.414 1.158 -0.595 -0.606
O -4.450 -2.141 -1.894 -0.957 0.383 -0.529 -0.299
C -4.419 -0.931 -2.659 0.267 0.005 -0.114 -1.004
O -6.501 -3.364 -1.643 -1.159 2.539 0.681 -0.343
C -6.573 -3.261 -3.061 -0.159 -0.009 -0.220 -0.505
H -3.336 -0.913 1.514 -0.179 -0.017 -0.048 0.312
H -3.029 -2.047 0.182 -0.133 -0.015 0.036 0.278
H -2.911 -0.300 -0.097 -0.039 -0.010 0.035 0.046
H -3.404 -0.530 -2.637 -0.068 0.019 0.045 0.259
H -5.105 -0.178 -2.266 0.105 0.044 -0.013 0.477
H -4.684 -1.151 -3.695 0.000 -0.010 0.044 0.341
H -5.642 -3.613 -3.507 0.046 0.173 0.065 0.187
H -6.786 -2.239 -3.373 0.027 -0.093 -0.165 0.274
H -7.380 -3.906 -3.406 -0.090 0.062 0.184 0.276
C 0.195 -3.110 -2.111 -0.059 -0.188 -0.537 -0.689
O -0.002 -3.566 -0.781 -1.443 -0.735 3.330 -0.230
P 0.858 -4.956 -0.272 5.293 0.633 -7.014 1.104
O 2.208 -4.356 -0.617 -0.814 -0.129 1.348 -0.629
O 0.232 -5.820 -1.533 -0.615 -0.313 1.016 -0.404
C -1.178 -6.072 -1.547 -0.114 -0.041 -0.248 -0.894
O 1.599 -6.361 0.359 -2.213 0.956 1.638 -0.351
C 1.016 -7.653 0.225 -0.004 -0.259 0.140 -0.560
H 0.490 -2.060 -2.072 0.015 -0.057 0.182 0.222
H 0.952 -3.675 -2.650 0.037 0.010 0.139 0.411
H -0.755 -3.189 -2.649 0.007 0.016 0.033 0.206
H -1.583 -5.740 -2.504 0.007 0.033 0.081 0.260
H -1.699 -5.549 -0.743 -0.063 0.031 -0.109 0.453
H -1.355 -7.145 -1.448 0.037 0.040 0.011 0.324
H 1.136 -8.011 -0.798 -0.141 0.127 -0.018 0.240
H -0.037 -7.643 0.507 0.021 -0.171 -0.065 0.287
H 1.548 -8.334 0.888 0.002 0.163 0.127 0.263
C -2.118 3.225 -0.459 -0.328 0.163 -0.394 0.060
C -3.063 4.392 -0.896 0.417 -0.240 -0.241 -0.602
N -4.228 4.578 -0.009 0.309 -0.520 -0.207 -0.594
P -5.535 3.522 -0.622 -0.392 0.052 -0.048 0.069
H -1.396 3.068 -1.298 -0.195 0.155 0.907 0.309
H -1.620 3.438 0.505 -0.086 -0.112 -0.723 0.136
H -2.641 2.246 -0.337 0.198 0.820 -0.062 -0.465
H -3.395 4.166 -1.955 0.196 0.289 0.631 0.297
H -2.479 5.339 -0.961 -0.354 -0.671 0.091 0.398
H -4.534 5.551 -0.024 0.056 -0.240 0.007 0.303
H -5.647 4.354 -1.805 0.022 -0.345 0.228 0.050
H -4.705 2.362 -0.564 -0.028 0.574 0.043 0.031
H -6.358 3.754 0.534 0.333 -0.017 -0.502 0.054
H -6.559 2.667 -1.230 -0.207 0.064 0.225 0.008